Record 1
Here is a 12-piece molecular cluster, C72H160N12O4 overall from the OMol25 dataset. Energies are from ωB97M-V/def2-TZVPD.

Lowest unoccupied orbital energy, eV: -1.19
Relative energy (zero: lowest compared OMol25 entry of this formula, charge and spin), eV: 0.000

Geometry as XYZ:
```
248
C72H160N12O4 ωB97M-V/def2-TZVPD
O -7.13 3.27 -0.70
N -7.40 2.43 0.16
O -8.45 2.51 0.82
C -6.43 1.39 0.47
C -5.06 1.52 0.06
C -4.16 0.51 0.39
C -4.58 -0.67 1.04
C -5.94 -0.85 1.39
C -6.86 0.21 1.12
H -4.74 2.36 -0.54
H -3.14 0.64 0.06
H -3.85 -1.44 1.23
H -6.22 -1.76 1.89
H -7.88 0.03 1.41
O 0.02 -3.58 4.30
N 0.97 -2.94 4.78
O 1.74 -2.30 4.05
C 1.13 -2.87 6.20
C 2.25 -2.25 6.76
C 2.45 -2.22 8.15
C 1.56 -2.84 8.96
C 0.50 -3.55 8.45
C 0.27 -3.51 7.09
H 2.94 -1.68 6.15
H 3.32 -1.68 8.50
H 1.76 -2.82 10.02
H -0.19 -4.08 9.09
H -0.57 -4.08 6.73
C -4.40 -2.64 -6.22
C -3.81 -3.09 -4.89
N -4.61 -2.60 -3.76
C -4.32 -1.17 -3.49
C -5.58 -0.59 -2.81
C -4.35 -3.44 -2.58
C -5.20 -4.66 -2.66
H -3.73 -3.01 -6.99
H -4.53 -1.56 -6.34
H -5.33 -3.16 -6.43
H -3.77 -4.17 -5.04
H -2.79 -2.72 -4.75
H -3.42 -1.13 -2.86
H -4.19 -0.53 -4.36
H -5.65 0.49 -2.95
H -6.47 -0.92 -3.33
H -5.66 -0.79 -1.74
H -4.57 -2.94 -1.63
H -3.30 -3.68 -2.44
H -5.12 -5.17 -1.70
H -4.79 -5.36 -3.40
H -6.22 -4.46 -2.98
C 3.18 7.57 4.22
C 1.72 7.31 4.58
N 1.54 6.13 5.47
C 2.28 6.18 6.74
C 2.08 7.51 7.49
C 1.68 4.77 4.87
C 0.62 4.29 3.91
H 3.80 6.76 3.85
H 3.76 7.91 5.07
H 3.08 8.40 3.51
H 1.23 8.15 5.08
H 1.16 7.09 3.68
H 3.30 5.81 6.70
H 1.85 5.37 7.33
H 2.56 7.42 8.46
H 1.03 7.80 7.57
H 2.61 8.38 7.10
H 2.63 4.81 4.34
H 1.86 4.01 5.63
H 0.79 4.86 2.99
H 0.86 3.27 3.60
H -0.45 4.37 4.10
C 5.91 0.13 4.70
C 4.41 0.09 4.41
N 4.14 0.88 3.14
C 3.96 2.26 3.55
C 3.92 3.24 2.27
C 3.01 0.33 2.44
C 3.55 -0.71 1.55
H 6.22 -0.27 5.67
H 6.34 1.13 4.59
H 6.46 -0.51 4.01
H 4.06 -0.94 4.36
H 3.77 0.46 5.21
H 3.02 2.28 4.10
H 4.74 2.63 4.21
H 2.92 3.23 1.85
H 4.04 4.20 2.76
H 4.73 2.94 1.61
H 2.55 1.14 1.86
H 2.25 -0.10 3.09
H 4.34 -0.30 0.92
H 2.81 -1.19 0.91
H 3.98 -1.59 2.03
C -1.36 4.28 0.12
C 0.09 4.41 -0.28
N 0.42 5.69 -0.85
C 1.87 5.77 -1.07
C 2.77 6.02 0.16
C -0.27 6.00 -2.10
C -0.22 7.43 -2.55
H -1.49 3.35 0.67
H -2.00 4.27 -0.76
H -1.65 5.18 0.66
H 0.70 4.31 0.61
H 0.28 3.64 -1.02
H 2.14 4.85 -1.57
H 2.00 6.56 -1.81
H 2.47 6.90 0.73
H 2.86 5.18 0.86
H 3.79 6.19 -0.21
H -1.34 5.87 -1.94
H 0.07 5.30 -2.86
H 0.70 7.61 -3.09
H -0.27 8.14 -1.72
H -1.10 7.61 -3.17
C -0.61 -6.81 -5.00
C -1.20 -5.42 -5.07
N -0.27 -4.28 -5.24
C 0.60 -4.12 -4.12
C 1.16 -2.70 -3.93
C 0.40 -4.15 -6.58
C -0.57 -4.19 -7.78
H -0.12 -7.02 -5.95
H -1.37 -7.59 -4.91
H 0.04 -6.95 -4.14
H -1.90 -5.36 -5.90
H -1.74 -5.28 -4.13
H 0.16 -4.53 -3.21
H 1.42 -4.81 -4.27
H 1.90 -2.43 -4.68
H 0.43 -1.90 -4.01
H 1.65 -2.55 -2.97
H 1.21 -4.86 -6.64
H 0.89 -3.19 -6.72
H -1.13 -5.12 -7.75
H 0.05 -4.16 -8.67
H -1.29 -3.39 -7.62
C 4.34 -4.15 -1.04
C 3.11 -4.99 -1.39
N 2.89 -6.15 -0.49
C 1.88 -7.09 -0.95
C 1.98 -8.47 -0.24
C 2.83 -5.88 0.95
C 1.56 -5.10 1.43
H 5.23 -4.72 -1.25
H 4.17 -3.69 -0.06
H 4.51 -3.33 -1.74
H 2.23 -4.35 -1.33
H 3.21 -5.34 -2.41
H 2.03 -7.34 -2.00
H 0.86 -6.71 -0.92
H 1.58 -8.45 0.77
H 3.04 -8.74 -0.26
H 1.38 -9.20 -0.79
H 2.99 -6.81 1.50
H 3.70 -5.27 1.21
H 1.35 -4.21 0.84
H 0.72 -5.77 1.62
H 1.79 -4.69 2.41
C 6.00 -0.38 -2.97
C 4.53 -0.49 -3.35
N 3.70 0.76 -3.20
C 3.43 0.99 -1.74
C 2.99 2.47 -1.43
C 2.57 0.91 -4.14
C 2.88 2.09 -5.09
H 6.54 -1.27 -3.30
H 6.19 -0.28 -1.90
H 6.40 0.47 -3.53
H 4.60 -0.74 -4.40
H 4.02 -1.36 -2.93
H 2.71 0.30 -1.29
H 4.33 0.83 -1.15
H 2.07 2.67 -1.98
H 2.84 2.54 -0.35
H 3.80 3.15 -1.72
H 1.68 1.14 -3.56
H 2.47 0.04 -4.79
H 3.74 1.85 -5.73
H 3.10 3.01 -4.54
H 2.01 2.12 -5.74
C -1.19 -3.03 -0.02
C -0.01 -1.96 0.12
N -0.56 -0.62 -0.24
C -0.48 -0.53 -1.70
C -1.22 0.63 -2.25
C -0.03 0.51 0.57
C -0.43 0.35 2.06
H -1.29 -3.43 -1.03
H -2.06 -2.42 0.21
H -1.15 -3.92 0.61
H 0.49 -1.99 1.08
H 0.83 -2.27 -0.50
H 0.53 -0.66 -2.10
H -1.05 -1.38 -2.08
H -2.09 0.88 -1.65
H -0.47 1.42 -2.21
H -1.51 0.38 -3.27
H -0.42 1.43 0.13
H 1.04 0.54 0.37
H -0.12 -0.64 2.39
H -1.51 0.44 2.21
H 0.08 1.10 2.66
C -0.96 1.28 5.81
C -1.16 -0.28 5.61
N -2.49 -0.75 6.13
C -3.00 -1.93 5.41
C -3.24 -1.64 3.90
C -2.59 -0.87 7.61
C -3.98 -0.96 8.19
H -1.56 1.62 6.65
H -1.33 1.75 4.90
H 0.11 1.43 5.94
H -0.93 -0.55 4.58
H -0.34 -0.77 6.14
H -2.25 -2.72 5.50
H -3.83 -2.40 5.92
H -2.67 -2.29 3.24
H -4.29 -1.90 3.74
H -3.07 -0.59 3.65
H -2.01 -0.07 8.07
H -1.94 -1.67 7.96
H -4.35 -1.97 8.04
H -4.70 -0.27 7.75
H -4.00 -0.78 9.26
C -3.89 2.94 -3.80
C -3.89 2.40 -5.24
N -2.61 1.76 -5.57
C -1.40 2.53 -5.33
C -1.12 3.81 -6.16
C -2.62 1.01 -6.85
C -1.38 0.09 -7.02
H -3.22 3.79 -3.69
H -3.72 2.10 -3.13
H -4.87 3.33 -3.54
H -4.73 1.71 -5.28
H -4.13 3.20 -5.93
H -0.56 1.84 -5.43
H -1.28 2.82 -4.28
H -0.30 4.37 -5.69
H -1.97 4.49 -6.23
H -0.78 3.63 -7.18
H -3.54 0.45 -6.98
H -2.60 1.77 -7.63
H -0.41 0.58 -7.00
H -1.40 -0.64 -6.20
H -1.44 -0.57 -7.88
```

=====

Record 2
Here is one molecule with the formula C3H4N2O from the OMol25 dataset. Energies are from ωB97M-V/def2-TZVPD.

Lowest unoccupied orbital energy, eV: 0.75
Relative energy (zero: lowest compared OMol25 entry of this formula, charge and spin), eV: 1.728

Geometry as XYZ:
```
10
C3H4N2O ωB97M-V/def2-TZVPD
O -1.37 1.65 -0.69
C -0.74 0.68 0.04
C 0.59 0.53 -0.28
N 0.87 -0.75 0.12
C -0.24 -1.22 0.74
N -1.26 -0.37 0.71
H -0.62 1.54 -1.35
H 1.29 1.31 -0.54
H 1.77 -1.19 0.06
H -0.26 -2.20 1.18
```

=====

Record 3
Here is C9H21FInN2O3 as an isolated structure from the OMol25 dataset. Energies are from ωB97M-V/def2-TZVPD.

Charge: -1
Lowest unoccupied orbital energy, eV: 2.51

Geometry as XYZ:
```
37
C9H21FInN2O3 ωB97M-V/def2-TZVPD
C 5.19 -3.24 0.24
C 4.34 -1.97 -0.15
N 4.60 -0.80 0.35
C 3.15 -2.11 -1.14
In 1.26 -2.90 -0.12
N 0.51 -4.62 -1.21
C -0.37 -1.31 -0.09
C -1.71 -2.05 0.33
F -0.62 -0.73 -1.39
H 4.79 -3.57 1.24
H 6.25 -2.90 0.38
H 5.10 -4.05 -0.52
H 3.91 -0.15 -0.04
H 3.45 -2.88 -1.92
H 2.91 -1.17 -1.68
H 1.67 -3.36 1.59
H -0.31 -4.35 -1.76
H 0.24 -5.28 -0.48
H -0.10 -0.52 0.65
H -2.55 -1.83 -0.39
H -1.96 -1.79 1.39
H -1.57 -3.17 0.31
C -2.39 1.95 -1.31
C -1.54 3.19 -1.17
O -2.28 4.28 -0.59
C -2.47 4.21 0.73
O -2.07 3.34 1.46
O -3.20 5.27 1.10
C -3.55 5.26 2.48
H -3.31 2.18 -1.87
H -1.85 1.17 -1.84
H -2.70 1.56 -0.34
H -1.22 3.53 -2.16
H -0.63 3.00 -0.59
H -2.67 5.15 3.12
H -4.27 4.46 2.68
H -4.03 6.22 2.71
```

=====

Asked for strongest force on any atom across the records above, the calculation gives 3.0, 2.7, 2.0 eV/Å in order.